This record from the OMol25 dataset describes C31H38Br60NO3 as an isolated structure in a non-equilibrium geometry. The level of theory is wB97M-V/def2-TZVPD.

```
133
Properties=species:S:1:pos:R:3:forces:R:3
C -0.524580 -0.799663 0.311576 0.11 1.34 -0.79
C -1.265755 0.044973 -0.777325 -0.42 -0.33 0.21
C -1.329001 -0.613100 -2.184833 -0.92 -0.02 0.81
O -0.180928 -1.366160 -2.584096 -0.05 0.69 -0.06
C 1.010275 -0.621436 -2.605290 0.54 -0.18 -1.17
C 0.929095 0.699562 -3.374322 0.18 0.25 1.35
N 0.698300 0.753684 -4.695675 -0.05 -0.50 -0.40
C 0.651234 1.895283 -5.379592 -0.07 1.29 -0.86
C 0.804665 3.117323 -4.768106 0.37 -0.19 0.91
C 1.048173 3.142357 -3.378091 -0.16 -0.51 -0.82
O 1.191820 4.309772 -2.751083 -0.48 -0.23 0.02
C 0.024825 4.687797 -1.941776 -1.31 0.18 0.38
C -1.273083 3.930575 -2.272161 -0.05 0.07 0.25
C 1.132356 1.896483 -2.696694 0.24 0.75 -0.32
O 1.411732 1.968046 -1.364355 0.17 -0.40 -0.21
H 0.503532 -0.405110 0.403732 -0.81 -0.53 0.04
H -1.008445 -0.595627 1.274025 0.12 -0.47 -0.18
H -0.511033 -1.859624 0.022837 0.02 0.52 0.50
H -2.315187 0.122438 -0.439585 0.27 0.07 -0.37
H -0.910470 1.087462 -0.808000 0.17 -0.45 0.01
H -1.644370 0.126314 -2.949570 0.43 -0.19 0.15
H -2.157029 -1.339123 -2.146308 0.48 0.01 -0.15
H 1.440124 -0.430987 -1.618315 -0.60 0.03 -0.38
H 1.755287 -1.241987 -3.140047 -0.28 0.08 0.26
H 0.572037 -0.108554 -5.232489 -0.02 0.01 0.26
H 0.481439 1.898594 -6.457181 -0.01 -0.64 0.36
H 0.768537 4.053197 -5.324645 -0.04 -0.35 0.11
H -0.167487 5.756241 -2.129880 0.36 -0.73 -0.05
H 0.225705 4.553593 -0.870660 0.39 0.01 -0.44
H -1.252422 2.899137 -1.887593 -0.01 0.26 -0.32
H -2.101527 4.427821 -1.740952 0.40 -0.06 -0.09
H -1.542764 3.951702 -3.338496 0.20 -0.08 0.28
H 2.270523 1.540838 -1.203456 -0.12 0.24 0.17
C -0.968475 -5.150248 1.626644 -0.12 -0.03 0.10
Br -0.890308 -4.396478 -0.151256 0.02 -0.29 0.04
Br 0.347176 -4.359091 2.795607 0.02 0.03 -0.12
Br -2.743333 -5.046352 2.367804 0.21 -0.02 -0.11
H -0.720642 -6.199651 1.537824 0.00 0.06 -0.03
C -1.589895 -1.786563 -6.930360 -0.14 -0.14 0.03
Br -2.311376 0.005134 -6.932655 0.09 -0.09 0.04
Br 0.289257 -1.794317 -7.385422 -0.03 0.14 0.11
Br -1.920876 -2.688510 -5.263364 0.07 0.12 -0.13
H -2.106530 -2.340628 -7.703425 0.05 0.06 -0.01
C 3.655124 -2.440142 0.836799 0.24 -0.27 0.08
Br 2.857901 -0.791990 0.206893 0.82 -0.22 0.62
Br 5.294999 -2.849489 -0.089148 -0.19 0.03 0.15
Br 3.893173 -2.428179 2.745787 -0.02 0.08 -0.18
H 2.955078 -3.234604 0.606833 -0.04 0.09 0.00
C -5.943905 -6.494462 4.845105 -0.07 -0.09 0.08
Br -4.381001 -5.911291 5.815998 -0.11 -0.06 -0.05
Br -6.078872 -5.639411 3.119156 -0.03 -0.03 0.13
Br -6.018441 -8.411018 4.704305 0.06 0.11 -0.09
H -6.808065 -6.185319 5.419830 0.04 -0.01 -0.02
C -9.135599 -9.331746 7.573367 -0.03 -0.02 0.02
Br -8.216660 -11.018040 7.398441 -0.04 0.14 0.00
Br -7.911599 -7.894249 7.965226 -0.08 0.04 -0.02
Br -10.224050 -8.942505 6.029518 0.11 -0.03 0.10
H -9.804495 -9.419427 8.421124 0.03 0.01 -0.03
C 0.365537 4.630386 2.630676 0.01 0.06 0.17
Br 0.388784 2.957720 1.663968 -0.04 0.11 0.01
Br 0.884694 6.107667 1.501394 -0.22 -0.12 0.01
Br -1.335450 4.943389 3.478672 0.13 -0.04 -0.13
H 1.106875 4.554390 3.417082 0.01 -0.03 -0.08
C 5.529232 -7.059351 0.094982 0.05 0.03 0.01
Br 5.586405 -6.353960 -1.702323 0.00 -0.07 0.15
Br 6.856742 -6.248362 1.236535 -0.14 -0.05 -0.13
Br 3.759414 -6.928531 0.856383 0.11 0.09 -0.05
H 5.771295 -8.111441 0.027654 -0.04 0.04 0.00
C 6.295439 1.835762 -0.763993 -0.02 -0.10 0.18
Br 6.679156 1.286909 1.045052 -0.10 -0.08 -0.27
Br 5.699093 0.367224 -1.848884 0.06 0.12 -0.06
Br 5.037700 3.304604 -0.821274 -0.01 -0.10 -0.04
H 7.220916 2.193340 -1.190618 -0.07 0.03 0.00
C 0.971488 9.493538 -0.835239 0.00 0.18 0.01
Br 0.984614 7.810304 -1.788242 0.21 0.52 0.12
Br 1.481730 10.961693 -1.973813 -0.07 -0.14 0.08
Br -0.723676 9.804161 0.025937 0.13 -0.06 -0.10
H 1.717676 9.420820 -0.054893 -0.02 -0.03 -0.05
C 7.567377 3.116036 -4.973419 -0.05 0.05 -0.12
Br 8.731091 3.489918 -6.462037 -0.08 -0.06 0.12
Br 6.315057 1.705853 -5.394501 0.13 0.15 -0.03
Br 8.575955 2.750876 -3.370416 0.05 0.00 -0.18
H 6.988860 4.011372 -4.788789 0.02 -0.05 0.02
C 4.949015 3.826990 2.878086 0.03 0.01 0.11
Br 4.437408 5.643696 2.494876 0.08 -0.13 0.09
Br 6.708390 3.713951 3.654607 -0.21 0.15 -0.02
Br 3.630965 2.915961 3.957186 0.07 0.06 -0.06
H 4.991505 3.310642 1.928578 -0.02 -0.01 0.07
C 4.413771 0.491105 -9.249097 0.01 0.14 -0.22
Br 3.532485 -0.414982 -10.699237 0.05 -0.01 0.18
Br 4.055105 -0.358004 -7.549460 -0.02 -0.04 0.00
Br 6.304692 0.683273 -9.563911 -0.16 -0.03 0.06
H 3.998215 1.489391 -9.199878 0.03 -0.04 0.01
C -6.060314 -7.675355 11.559197 -0.02 -0.10 -0.02
Br -6.511819 -9.486623 11.080268 0.10 0.08 0.05
Br -4.814710 -6.883125 10.315762 -0.13 -0.07 0.03
Br -7.639964 -6.587052 11.767269 0.10 -0.01 -0.01
H -5.567465 -7.718115 12.520959 -0.03 0.05 -0.04
C -11.485425 -10.572884 11.463293 0.00 -0.01 0.06
Br -10.513702 -12.229774 11.291162 -0.04 0.14 -0.03
Br -10.317688 -9.111410 11.928489 -0.06 -0.10 -0.12
Br -12.512287 -10.179773 9.876802 0.12 -0.02 0.05
H -12.187383 -10.696366 12.277122 0.02 0.00 -0.06
C 9.885173 3.962173 6.087504 0.01 0.02 0.09
Br 10.078811 3.545187 4.211074 0.10 0.01 0.14
Br 10.901135 2.754030 7.193292 -0.06 0.10 -0.11
Br 10.315353 5.804642 6.453864 -0.02 -0.15 -0.05
H 8.841630 3.822563 6.337857 0.05 0.00 -0.03
C -2.216749 -2.138063 5.569989 -0.03 -0.06 0.07
Br -2.141899 -1.384846 3.795116 -0.03 0.03 0.13
Br -0.892114 -1.355083 6.733197 -0.09 -0.03 -0.11
Br -3.987997 -2.021779 6.319728 0.20 -0.04 -0.02
H -1.976647 -3.190325 5.478190 -0.02 0.05 -0.05
C -7.436249 0.020091 6.565110 0.01 0.05 0.03
Br -7.774465 -1.797467 7.118508 0.04 0.11 -0.07
Br -6.616115 0.094514 4.820807 -0.17 0.06 0.01
Br -9.024425 1.106988 6.648796 0.06 -0.12 -0.04
H -6.726702 0.437574 7.267425 -0.02 -0.03 -0.04
C -9.200663 3.491631 3.474456 0.01 -0.05 0.05
Br -9.126683 4.237070 1.696444 -0.01 -0.03 0.13
Br -7.874614 4.281530 4.633261 -0.12 -0.01 -0.12
Br -10.975687 3.609939 4.222787 0.18 0.03 -0.06
H -8.961185 2.439257 3.388764 0.00 0.05 0.04
C 5.431654 3.121802 -12.649490 0.11 -0.04 -0.07
Br 5.397851 1.492001 -13.680113 -0.04 0.18 0.09
Br 5.957494 4.634909 -13.719576 -0.07 -0.06 0.08
Br 3.752487 3.440952 -11.743936 0.10 -0.03 -0.05
H 6.185049 2.996555 -11.882755 -0.07 0.00 -0.01
C 5.131169 8.641538 -13.744408 -0.04 -0.01 -0.02
Br 4.336291 10.295953 -14.332329 0.09 -0.12 0.06
Br 6.748898 8.241171 -14.715996 -0.10 0.02 0.08
Br 5.423539 8.624337 -11.837178 0.00 0.01 -0.13
H 4.424699 7.852053 -13.964585 0.04 0.03 0.02
```
Forces are in eV/Å.

Values from the calculation:
charge	+1
orbital gap	0.2836	hartree
DFT total energy	-4242931.960	eV

Here are the Mulliken charges for atoms 1 to 99, given in e: number 1, C, carries 0.4447; number 2, C, carries 0.5723; number 3, C, carries -0.5356; number 4, O, carries -0.2937; number 5, C, carries 1.1196; number 6, C, carries -0.6725; number 7, N, carries 0.7249; number 8, C, carries -0.4626; number 9, C, carries -0.8406; number 10, C, carries 0.5255; number 11, O, carries -0.5287; number 12, C, carries 0.4507; number 13, C, carries -0.9217; number 14, C, carries 1.0001; number 15, O, carries 0.0190; number 16, H, carries -0.0899; number 17, H, carries -0.1523; number 18, H, carries -0.5214; number 19, H, carries 0.5968; number 20, H, carries -0.9185; number 21, H, carries 0.3069; number 22, H, carries 0.5059; number 23, H, carries -1.5530; number 24, H, carries 0.6104; number 25, H, carries -0.2122; number 26, H, carries 0.5623; number 27, H, carries 0.5712; number 28, H, carries 0.1567; number 29, H, carries -0.1764; number 30, H, carries 0.0400; number 31, H, carries 0.4722; number 32, H, carries 0.3118; number 33, H, carries -0.1772; number 34, C, carries -0.4322; number 35, Br, carries -0.0642; number 36, Br, carries -0.0539; number 37, Br, carries 0.0909; number 38, H, carries 0.4119; number 39, C, carries -0.3903; number 40, Br, carries -0.0165; number 41, Br, carries 0.0135; number 42, Br, carries 0.0346; number 43, H, carries 0.3969; number 44, C, carries -0.2801; number 45, Br, carries 0.1895; number 46, Br, carries 0.0012; number 47, Br, carries -0.0334; number 48, H, carries 0.2839; number 49, C, carries -0.2674; number 50, Br, carries 0.0263; number 51, Br, carries -0.0815; number 52, Br, carries 0.0110; number 53, H, carries 0.2773; number 54, C, carries 0.1141; number 55, Br, carries -0.0064; number 56, Br, carries 0.0952; number 57, Br, carries -0.0286; number 58, H, carries -0.1240; number 59, C, carries -0.3199; number 60, Br, carries 0.0777; number 61, Br, carries 0.0081; number 62, Br, carries -0.0191; number 63, H, carries 0.2100; number 64, C, carries -0.3559; number 65, Br, carries -0.0226; number 66, Br, carries -0.0057; number 67, Br, carries 0.0006; number 68, H, carries 0.3453; number 69, C, carries -0.0208; number 70, Br, carries -0.0232; number 71, Br, carries 0.0243; number 72, Br, carries -0.0346; number 73, H, carries -0.0129; number 74, C, carries -0.3776; number 75, Br, carries 0.0848; number 76, Br, carries -0.0390; number 77, Br, carries -0.0006; number 78, H, carries 0.3580; number 79, C, carries -0.3825; number 80, Br, carries -0.0323; number 81, Br, carries 0.0666; number 82, Br, carries -0.0046; number 83, H, carries 0.3917; number 84, C, carries 0.7946; number 85, Br, carries -0.0187; number 86, Br, carries 0.0333; number 87, Br, carries -0.0480; number 88, H, carries -0.7358; number 89, C, carries -0.2280; number 90, Br, carries -0.0065; number 91, Br, carries -0.1179; number 92, Br, carries -0.0158; number 93, H, carries 0.3186; number 94, C, carries -0.3695; number 95, Br, carries 0.0062; number 96, Br, carries -0.0016; number 97, Br, carries -0.0471; number 98, H, carries 0.3682; number 99, C, carries -0.3751